Here is a structure of composition C36H46GeN8O6SeV in a non-equilibrium geometry from the OMol25 dataset. Energies are from ωB97M-V/def2-TZVPD.

Last column: Löwdin spin population.
Atoms and positions in Å:
Se  -9.35  -18.09  11.01  0.00
Ge  -8.08  -19.81  13.09  0.00
V  -11.14  -16.85  7.79  1.90
O  -11.18  -16.09  9.58  0.02
O  -14.65  -10.90  9.01  0.00
O  -12.34  -18.29  9.19  0.00
O  -9.74  -18.44  7.38  0.03
O  -11.81  -14.53  11.06  0.00
O  -15.47  -11.34  6.87  0.00
N  -12.77  -18.00  6.77  -0.01
N  -8.87  -16.96  4.31  0.08
N  -9.40  -19.36  4.27  0.01
N  -9.70  -15.65  7.34  -0.05
N  -10.68  -17.11  5.68  0.02
N  -12.60  -15.16  7.68  0.00
N  -9.81  -16.17  5.08  0.03
N  -13.87  -18.26  7.51  0.00
C  -10.57  -16.93  2.60  0.03
C  -8.51  -13.11  7.00  0.00
C  -11.82  -15.04  9.94  0.00
C  -6.87  -21.32  13.33  0.00
C  -9.82  -18.31  6.09  0.02
C  -8.64  -21.66  3.51  0.00
C  -13.53  -18.45  8.77  0.00
C  -9.93  -22.44  3.81  0.00
C  -16.88  -19.76  9.91  0.00
C  -9.26  -13.38  4.60  0.00
C  -13.39  -14.73  6.70  0.01
C  -14.61  -18.97  9.63  0.00
C  -12.81  -18.04  5.48  0.02
C  -14.40  -19.20  10.99  0.00
C  -15.40  -19.59  11.81  0.00
C  -15.85  -19.32  9.08  0.00
C  -11.52  -17.93  4.70  0.04
C  -7.08  -14.51  5.53  0.00
C  -9.24  -16.92  2.99  0.37
C  -16.66  -19.89  11.27  0.00
C  -10.62  -19.26  5.05  0.04
C  -9.27  -15.36  6.18  0.04
C  -8.92  -20.18  3.17  0.00
C  -7.56  -21.83  4.59  0.00
C  -8.48  -19.83  11.17  0.00
C  -14.83  -11.53  7.95  0.00
C  -7.15  -18.19  13.75  0.00
C  -13.38  -13.30  9.04  0.00
C  -11.63  -17.35  3.36  0.29
C  -14.14  -12.83  7.93  0.01
C  -8.52  -14.07  5.80  0.00
C  -7.87  -17.01  10.25  0.00
C  -14.26  -13.66  6.82  0.00
C  -8.67  -18.29  4.95  0.03
C  -12.67  -14.47  8.87  0.01
C  -9.74  -19.95  14.15  0.00
H  -6.45  -13.78  5.02  0.00
H  -13.44  -18.92  11.39  0.00
H  -10.57  -20.45  13.63  0.00
H  -7.60  -18.42  5.10  0.00
H  -6.43  -17.82  13.02  0.00
H  -15.24  -19.71  12.90  0.00
H  -6.89  -17.21  10.68  0.00
H  -7.58  -19.83  10.54  0.00
H  -13.71  -18.27  4.93  0.00
H  -8.45  -16.80  2.23  0.02
H  -10.21  -22.32  4.86  0.00
H  -12.64  -17.26  2.94  0.02
H  -7.14  -22.21  12.74  0.00
H  -16.05  -19.18  8.03  0.00
H  -9.44  -20.55  15.01  0.00
H  -9.75  -23.50  3.64  0.00
H  -7.24  -22.88  4.62  0.00
H  -7.98  -12.20  6.76  0.00
H  -6.58  -14.79  6.47  0.00
H  -7.87  -17.39  14.02  0.00
H  -6.82  -21.68  14.38  0.00
H  -7.95  -19.73  2.88  0.00
H  -9.54  -12.89  7.37  0.00
H  -15.01  -13.38  6.08  0.00
H  -9.23  -14.02  3.72  0.00
H  -7.01  -15.41  4.90  0.00
H  -5.81  -21.09  13.05  0.00
H  -11.14  -20.22  5.19  0.00
H  -8.22  -22.05  2.57  0.00
H  -8.15  -16.00  10.54  0.00
H  -9.19  -20.66  11.01  0.00
H  -8.00  -13.56  7.89  0.00
H  -17.86  -19.96  9.47  0.00
H  -6.66  -21.22  4.38  0.00
H  -13.32  -12.79  9.98  0.00
H  -9.61  -20.11  2.34  0.00
H  -10.31  -13.22  4.89  0.00
H  -7.93  -21.52  5.60  0.00
H  -6.63  -18.48  14.68  0.00
H  -17.50  -20.26  11.89  0.00
H  -7.89  -17.10  9.16  0.00
H  -10.76  -22.16  3.17  0.00
H  -8.79  -12.42  4.36  0.00
H  -10.11  -18.95  14.49  0.00
H  -13.30  -15.28  5.78  0.00
H  -10.80  -16.58  1.62  -0.01

total charge: -2
spin multiplicity: 4
⟨S²⟩: 3.7960
frontier orbital gap (alpha / beta): 0.2337 / 0.2401 hartree
HOMO (alpha / beta): -2.581 / -2.867 eV
energy: -7711.2094 Eh

Here is an isolated molecule of C5H8O from the OMol25 dataset. Energies are from ωB97M-V/def2-TZVPD.

Last column: Mulliken charge in e.
Atoms and positions in Å:
O  -0.34  -0.80  -2.16  -0.46
C  -0.77  1.38  0.40  -1.18
C  0.76  -0.60  -1.70  0.05
C  1.05  -0.27  -0.25  -0.85
C  -0.75  -0.94  1.31  -0.99
C  -0.20  0.00  0.55  0.93
H  1.74  0.58  -0.23  0.32
H  -0.31  -1.93  1.40  0.27
H  -1.76  1.45  0.85  0.35
H  -0.12  2.13  0.87  0.28
H  1.66  -0.66  -2.36  0.36
H  1.62  -1.12  0.16  0.36
H  -1.68  -0.76  1.85  0.27
H  -0.86  1.65  -0.66  0.30

total charge: 0
spin multiplicity: 1
frontier orbital gap: 0.3841 hartree
HOMO: -9.490 eV
energy: -270.5215 Eh

Here is a cluster of 2 separate species, C9H14NO in total in a non-equilibrium geometry from the OMol25 dataset. Energies are from ωB97M-V/def2-TZVPD.

Last column: Mulliken charge in e.
Atoms and positions in Å:
O  1.84  0.79  -0.10  -0.27
N  0.51  0.70  -0.58  0.44
C  0.01  2.08  -0.91  -1.04
C  -1.75  -0.12  0.42  -0.27
C  0.68  -0.03  -2.57  -0.59
C  -1.78  -2.29  1.43  -0.38
C  -2.45  -1.07  1.18  -0.80
C  -0.43  -2.43  1.04  -0.64
C  0.28  -1.40  0.48  -0.14
C  -0.35  -0.21  0.15  -0.05
C  2.07  1.31  1.23  -0.74
H  1.22  1.29  1.79  0.40
H  -2.39  -2.99  1.81  0.49
H  -2.21  0.75  -0.01  0.43
H  -3.43  -0.89  1.46  0.49
H  -0.01  -3.52  1.13  0.28
H  1.25  -1.52  0.27  0.70
H  2.43  2.29  1.08  0.31
H  1.19  -1.01  -2.41  0.28
H  -0.34  -0.36  -2.55  0.35
H  0.76  2.75  -1.11  0.38
H  2.80  0.50  1.67  0.25
H  -0.44  2.63  -0.05  0.38
H  1.14  0.79  -2.93  0.43
H  -0.63  1.97  -1.92  0.33

total charge: +1
spin multiplicity: 1
frontier orbital gap: 0.2927 hartree
HOMO: -13.013 eV
energy: -480.8730 Eh

Here is a cluster of 3 separate species, C5H5ClN2O2 in total in a non-equilibrium geometry from the OMol25 dataset. Energies are from ωB97M-V/def2-TZVPD.

Last column: Mulliken charge in e.
Atoms and positions in Å:
Cl  4.64  -0.91  -0.28  -0.34
O  2.19  -2.34  -1.84  -0.42
O  3.87  -3.64  -0.96  -0.37
N  0.35  0.41  1.64  -0.55
N  1.11  0.14  -0.36  -0.02
C  2.11  0.04  0.49  0.15
C  1.68  0.27  1.75  -0.33
C  -0.06  0.24  0.32  0.46
C  3.03  -2.96  -1.36  0.80
C  -1.38  0.26  -0.32  -0.96
H  -1.54  1.04  -1.08  0.30
H  -1.49  -0.72  -0.84  0.29
H  2.11  0.05  2.73  0.37
H  -2.23  0.19  0.50  0.27
H  1.29  -0.09  -1.37  0.35

total charge: 0
spin multiplicity: 1
frontier orbital gap (alpha / beta): 0.2405 / 0.2405 hartree
HOMO (alpha / beta): -9.665 / -9.666 eV
energy: -913.5897 Eh

ΔE to the lowest compared entry with this formula, charge and spin list, top to bottom, in kJ/mol: 102.6; 95.6; 529.3; 405.5